{"formula": "C32H25Co2N2O7", "method": "the ωB97M-V functional and the def2-TZVPD basis", "symbols": ["C", "H", "C", "C", "C", "C", "H", "C", "H", "H", "C", "C", "Co", "C", "C", "H", "C", "H", "H", "H", "O", "C", "H", "H", "O", "H", "C", "C", "C", "C", "C", "H", "O", "H", "C", "C", "H", "H", "O", "N", "H", "C", "H", "O", "H", "H", "O", "O", "C", "C", "H", "C", "H", "N", "H", "C", "C", "Co", "C", "C", "C", "C", "H", "C", "H", "H", "C", "C"], "positions_angstrom": [[3.28, -1.19, -2.66], [2.98, 2.19, 3.58], [1.65, 1.35, -4.16], [4.17, -3.09, -3.89], [0.37, -2.37, -0.47], [2.16, -0.41, -2.21], [0.51, 1.75, 0.11], [5.68, -1.45, -2.92], [-0.79, -1.28, -1.85], [-7.67, 1.62, 0.35], [3.49, -0.81, 1.31], [-6.61, 1.68, 0.57], [1.41, 1.20, -2.42], [0.16, 0.27, 1.67], [-0.64, -2.49, 2.30], [-0.82, -0.41, -0.31], [-6.09, 2.83, 1.18], [0.39, -2.14, 2.54], [-3.60, -2.27, 0.69], [-4.29, 3.82, 1.96], [1.81, 1.41, -5.30], [-0.21, 1.87, -2.26], [-1.18, 2.27, 2.85], [-6.76, 3.66, 1.42], [-1.29, 2.27, -2.12], [-1.24, -2.53, 3.21], [-0.95, -0.42, 0.88], [-3.92, 1.85, 1.16], [1.30, 0.86, 3.72], [1.07, -0.31, -1.42], [-0.12, -1.06, -0.98], [-2.69, -1.77, -0.77], [-0.21, -3.43, -0.63], [-0.52, -0.32, 3.63], [3.08, -2.38, -3.39], [5.48, -2.62, -3.66], [-2.31, 3.47, 2.19], [-6.14, -0.32, -0.22], [4.42, -1.10, 1.94], [-3.36, -0.19, 0.44], [-0.58, -3.48, 1.84], [-5.77, 0.59, 0.25], [6.33, -3.17, -4.06], [2.46, -3.19, 0.53], [2.06, -2.73, -3.54], [1.41, 0.73, 4.80], [-1.36, -1.67, 1.38], [3.34, 3.12, -1.33], [-4.72, 2.93, 1.49], [-1.67, 2.62, 1.94], [2.73, 2.53, 1.10], [2.20, 1.67, 3.02], [6.69, -1.08, -2.74], [-2.54, 1.61, 1.38], [-0.92, 2.95, 1.21], [-4.43, 0.72, 0.57], [-3.52, -1.51, -0.11], [2.07, -0.33, 0.43], [-2.25, 0.36, 0.96], [2.07, 1.85, 1.66], [0.98, 1.22, 0.95], [1.73, -2.27, 0.25], [4.74, 0.18, -1.84], [2.56, 2.35, -1.70], [-4.46, -1.50, -0.68], [4.00, -4.00, -4.46], [0.25, 0.22, 3.06], [4.60, -0.74, -2.42]], "mol_weight_g_mol": 667.4, "homo_energy_ev": -2.6574, "gap_ev": 5.02, "energy_ha": -4635.86037, "de_lowest_kcal_mol": 113.4, "lumo_energy_ev": 2.3595, "spin_multiplicity": 1, "charge": -1}